1.
Molecular formula: C30H47BrN4OP2W
Method: DFT, wB97M-V/def2-TZVPD

Computed properties:
Spin multiplicity ... 3
Charge ... +4
E ... -4787.7212 Eh
HOMO-LUMO gap (alpha / beta) ... 6.1633 / 4.6657 eV
Lowest unoccupied orbital energy (alpha / beta) ... -13.22 / -14.84 eV
Relative energy (zero: lowest compared OMol25 entry of this formula, charge and spin) ... 186.1 kJ/mol
Highest occupied orbital energy (alpha / beta) ... -19.38 / -19.51 eV

Element x y z (Å)
N (4.6714, -5.6033, 2.0426)
C (3.5337, -5.8877, 1.4134)
C (3.1416, -5.2556, 0.2338)
C (3.9969, -4.2584, -0.2942)
C (5.2014, -3.9600, 0.3892)
C (5.4898, -4.6795, 1.5518)
C (3.5524, -3.4053, -1.3733)
W (-0.1616, 0.7641, -1.3268)
P (-2.6444, 2.5210, -0.6479)
C (3.9423, -2.0893, -1.4571)
C (3.0194, -1.0158, -1.6643)
C (3.4941, 0.3220, -1.7162)
C (2.6405, 1.3410, -2.1674)
C (1.3976, 0.8419, -2.4666)
C (0.8711, -0.5316, -2.5680)
C (1.6328, -1.3599, -1.6867)
Br (-1.0860, 1.9513, -3.2713)
H (2.8222, -3.8347, -2.0759)
H (4.9888, -1.7872, -1.3620)
H (2.1795, -5.4805, -0.2302)
H (5.8779, -3.1778, 0.0507)
H (2.9008, -6.6535, 1.8621)
H (6.4208, -4.4690, 2.0807)
H (4.5221, 0.5538, -1.4198)
H (1.3053, -2.3884, -1.4395)
H (2.8213, 2.4072, -2.2987)
H (0.3311, -0.9131, -3.4374)
P (0.8874, 0.9427, 0.9344)
C (-3.9987, 2.1016, -1.8425)
C (-4.6174, 3.2728, -2.5999)
H (-4.7647, 1.5501, -1.2698)
H (-3.5708, 1.3810, -2.5604)
H (-5.1506, 2.8735, -3.4805)
H (-5.3593, 3.8129, -1.9894)
H (-3.8572, 3.9905, -2.9387)
C (-1.9730, 4.2404, -0.8029)
C (-2.8817, 5.4137, -0.4410)
H (-1.5593, 4.3214, -1.8219)
H (-1.1016, 4.2477, -0.1227)
H (-2.3089, 6.3421, -0.5750)
H (-3.7731, 5.4513, -1.0775)
H (-3.2098, 5.3922, 0.6060)
C (-3.4988, 2.5160, 0.9566)
C (-4.9679, 2.8886, 0.9190)
H (-2.9440, 3.1836, 1.6267)
H (-3.3702, 1.4888, 1.3227)
H (-5.3777, 2.8007, 1.9290)
H (-5.1248, 3.9130, 0.5666)
H (-5.5361, 2.2203, 0.2704)
C (0.1147, 0.7130, 2.6079)
C (-0.7160, 1.8431, 3.1767)
H (0.9479, 0.5129, 3.3022)
H (-0.4833, -0.2065, 2.5516)
H (-1.0855, 1.5246, 4.1609)
H (-0.1216, 2.7515, 3.3212)
H (-1.5869, 2.0640, 2.5546)
C (1.7114, 2.5633, 1.1916)
C (3.1707, 2.7032, 0.7467)
H (1.6485, 2.7301, 2.2801)
H (1.0752, 3.3342, 0.7220)
H (3.6355, 3.5042, 1.3362)
H (3.7664, 1.8016, 0.9237)
H (3.2600, 2.9788, -0.3056)
C (2.2293, -0.2370, 1.3629)
C (1.8625, -1.7023, 1.6018)
H (2.6496, 0.1726, 2.3005)
H (3.0155, -0.1394, 0.6045)
H (2.7855, -2.2935, 1.6328)
H (1.3591, -1.8345, 2.5687)
H (1.2277, -2.1203, 0.8140)
C (-2.3527, -2.8071, 2.0992)
N (-1.8068, -2.5332, 0.7773)
C (-1.3326, -3.5592, -0.0070)
C (-1.1439, -3.3017, -1.3436)
C (-1.4484, -2.0037, -1.7763)
N (-1.2315, -0.9757, -0.8940)
C (-1.7627, -1.2253, 0.3853)
O (-2.2197, -0.3425, 1.1263)
N (-1.8688, -1.7099, -3.0199)
H (-2.4251, -3.8909, 2.2001)
H (-3.3425, -2.3502, 2.2000)
H (-1.6975, -2.4078, 2.8833)
H (-1.3163, -4.5325, 0.4738)
H (-0.8456, -4.0746, -2.0512)
H (-2.2536, -2.4648, -3.5894)
H (-2.2234, -0.7809, -3.2496)


2.
Molecular formula: C30H47EuFP2
Method: DFT, wB97M-V/def2-TZVPD

Computed properties:
Spin multiplicity ... 7
Charge ... +1
E ... -2663.5752 Eh
HOMO-LUMO gap (alpha / beta) ... 4.6596 / 4.3703 eV
Lowest unoccupied orbital energy (alpha / beta) ... -4.92 / -4.77 eV
Highest occupied orbital energy (alpha / beta) ... -9.58 / -9.14 eV

Element x y z (Å)
Eu (0.3360, 0.3779, 2.1040)
C (1.1528, 0.1508, 4.3800)
C (2.2462, 0.7279, 3.5522)
C (0.3778, 2.2522, 3.5051)
C (-0.0157, 1.0701, 4.3262)
C (1.7742, 2.0552, 3.0330)
C (1.2453, -1.0476, 5.1816)
H (1.9464, -1.7835, 4.7515)
H (0.2796, -1.5419, 5.3179)
H (1.6259, -0.7818, 6.1814)
C (-1.2739, 0.9085, 4.9798)
H (-1.4360, -0.1259, 5.3507)
H (-2.1226, 1.1440, 4.3074)
H (-1.3424, 1.5713, 5.8503)
C (-0.4217, 3.4257, 3.2936)
H (-0.3338, 4.0682, 4.1866)
H (-1.4867, 3.1780, 3.1495)
H (-0.0966, 4.0140, 2.4231)
C (2.5632, 3.0120, 2.2899)
H (3.0805, 3.6757, 3.0055)
H (1.9492, 3.6502, 1.6333)
H (3.3380, 2.5394, 1.6724)
C (3.5863, 0.2306, 3.4508)
H (4.2076, 0.7416, 4.2113)
H (4.0527, 0.4237, 2.4719)
H (3.6543, -0.8485, 3.6475)
C (-0.4733, -1.5297, 1.3234)
C (0.6676, -1.8829, 2.0661)
C (1.9740, -2.2415, 1.4584)
C (2.3967, -1.2956, 0.3180)
C (1.9791, 0.1147, 0.5000)
C (0.7852, 0.6775, -0.0568)
C (-0.2013, -0.1376, -0.8130)
C (-0.5728, -1.4832, -0.1467)
H (1.9016, -3.2908, 1.0998)
H (2.0013, -1.6595, -0.6441)
H (2.7602, -2.2503, 2.2350)
H (0.0508, -2.2940, -0.5593)
H (-1.4332, -1.5160, 1.8813)
H (0.5089, -2.1867, 3.1000)
H (-1.6151, -1.7389, -0.4303)
H (-1.1238, 0.4625, -0.9478)
H (0.7370, 1.7627, -0.1727)
H (0.2080, -0.3085, -1.8294)
H (3.4993, -1.3163, 0.2113)
H (2.7555, 0.8313, 0.7805)
P (-0.7459, -0.3538, -5.1265)
P (-0.3994, 2.3901, -6.6842)
C (-0.7610, -0.4109, -6.9958)
C (-1.1086, 0.9411, -7.6309)
H (-1.5060, -1.1615, -7.2874)
H (0.2201, -0.7653, -7.3492)
H (-0.7031, 0.9915, -8.6472)
H (-2.2019, 1.0660, -7.7040)
C (-1.2153, 3.7731, -7.5940)
H (-0.7615, 4.7262, -7.2854)
H (-2.2830, 3.8171, -7.3318)
H (-1.1199, 3.6704, -8.6820)
C (1.2639, 2.4510, -7.4990)
H (1.1882, 2.4583, -8.5936)
H (1.8614, 1.5853, -7.1865)
H (1.7931, 3.3588, -7.1733)
C (-2.1948, -1.4588, -4.8085)
H (-2.2601, -1.6744, -3.7325)
H (-2.1201, -2.4071, -5.3574)
H (-3.1218, -0.9478, -5.1047)
C (0.6149, -1.5586, -4.7976)
H (1.5852, -1.1119, -5.0604)
H (0.4873, -2.4916, -5.3609)
H (0.6391, -1.7920, -3.7222)
F (-4.9169, -3.6872, 5.4721)
C (-3.8396, -2.9879, 4.9260)
C (-2.5783, -3.5071, 5.0495)
C (-1.4901, -2.7746, 4.4708)
C (-1.7011, -1.5950, 3.8615)
C (-2.9746, -1.1248, 3.6880)
C (-4.0946, -1.8168, 4.2478)
H (-2.4013, -4.4521, 5.5520)
H (-0.5157, -3.3073, 4.5742)
H (-3.2327, -0.2134, 3.1211)
H (-5.0982, -1.4347, 4.1218)


3.
Molecular formula: C30H47GeN7OSTi
Method: DFT, wB97M-V/def2-TZVPD

Computed properties:
Spin multiplicity ... 2
Charge ... +3
E ... -4953.7119 Eh
HOMO-LUMO gap (alpha / beta) ... 6.6156 / 6.4134 eV
Lowest unoccupied orbital energy (alpha / beta) ... -9.78 / -10.01 eV
Relative energy (zero: lowest compared OMol25 entry of this formula, charge and spin) ... 55.6 kJ/mol
Highest occupied orbital energy (alpha / beta) ... -16.39 / -16.43 eV

Element x y z (Å)
Ti (0.3750, 0.6228, -0.2580)
N (-1.3274, 0.9928, -1.7488)
C (-2.5909, 1.4720, -1.1213)
C (-2.4510, 1.3829, 0.3842)
N (-1.1253, 1.9075, 0.8320)
C (-0.9749, 1.7342, 2.3042)
C (-0.9627, 0.2644, 2.6634)
N (-0.1902, -0.4738, 1.6313)
C (-0.9982, 3.3666, 0.5213)
C (0.4445, 3.6996, 0.2261)
N (0.9064, 2.7422, -0.8036)
H (-1.5384, 0.1026, -2.2026)
H (-1.0757, 1.6094, -2.5159)
H (-2.7999, 2.4851, -1.4572)
H (-3.4302, 0.8560, -1.4497)
H (-3.2579, 1.9217, 0.8919)
H (-2.5154, 0.3365, 0.6935)
H (-0.0366, 2.2141, 2.5897)
H (-1.7785, 2.2660, 2.8227)
H (-0.5343, 0.1181, 3.6550)
H (-1.9680, -0.1528, 2.6983)
H (0.7262, -0.7187, 1.9918)
H (-0.6542, -1.3661, 1.4522)
H (-1.6100, 3.6010, -0.3466)
H (-1.3908, 3.9588, 1.3505)
H (0.5487, 4.7357, -0.1019)
H (1.0778, 3.5841, 1.1079)
H (0.5525, 3.0140, -1.7178)
H (1.9188, 2.7712, -0.8948)
C (4.1422, 3.6016, 1.3967)
C (4.0853, 2.3677, 2.2840)
N (4.3312, 1.1104, 1.5558)
C (5.7470, 0.6543, 1.4921)
C (6.4577, 1.0654, 0.2156)
C (3.3602, 0.4802, 0.9253)
C (3.6389, -0.8211, 0.2399)
N (2.1046, 0.9353, 0.8932)
H (3.8215, 4.4801, 1.9553)
H (3.5014, 3.4957, 0.5173)
H (5.1519, 3.7903, 1.0402)
H (3.1303, 2.2894, 2.8113)
H (4.8336, 2.4218, 3.0717)
H (5.7738, -0.4236, 1.6389)
H (6.2348, 1.0882, 2.3618)
H (5.9692, 0.6693, -0.6740)
H (7.4742, 0.6752, 0.2335)
H (6.5205, 2.1470, 0.1195)
H (4.1283, -0.6684, -0.7223)
H (2.7078, -1.3586, 0.0854)
H (4.2862, -1.4536, 0.8437)
H (2.0125, 1.7852, 1.4435)
O (1.5644, 0.4022, -1.8647)
S (1.1633, -1.0600, -2.1726)
N (0.1850, -1.2625, -0.9646)
C (-4.3594, -1.4108, -4.0325)
C (-3.0245, -1.3225, -4.4113)
C (-2.0334, -1.7815, -3.5556)
C (-2.3516, -2.3148, -2.2997)
C (-3.7002, -2.4249, -1.9515)
C (-4.6959, -1.9757, -2.8119)
Ge (-0.9606, -2.9767, -1.1413)
C (-1.4834, -3.3878, 0.6597)
C (-2.5405, -2.7175, 1.2951)
C (-2.8973, -3.0262, 2.5988)
C (-2.2050, -4.0158, 3.2865)
C (-1.1698, -4.6995, 2.6679)
C (-0.8097, -4.3884, 1.3633)
C (0.3326, -4.0813, -2.0018)
C (0.0324, -4.6160, -3.2566)
C (0.9419, -5.4435, -3.9013)
C (2.1574, -5.7337, -3.3009)
C (2.4705, -5.2053, -2.0533)
C (1.5625, -4.3867, -1.4046)
H (-5.1363, -1.0708, -4.7036)
H (-2.7619, -0.9291, -5.3844)
H (-1.0044, -1.7649, -3.9101)
H (-3.9946, -2.8958, -1.0225)
H (-5.7355, -2.0858, -2.5354)
H (-3.1126, -1.9630, 0.7598)
H (-3.7310, -2.5223, 3.0703)
H (-2.4878, -4.2676, 4.2996)
H (-0.6522, -5.4886, 3.1952)
H (-0.0158, -4.9526, 0.8893)
H (-0.9169, -4.4009, -3.7334)
H (0.6997, -5.8637, -4.8673)
H (2.8622, -6.3827, -3.8021)
H (3.4170, -5.4476, -1.5898)
H (1.8133, -4.0006, -0.4205)


4.
Molecular formula: C30H48AlP2
Method: DFT, wB97M-V/def2-TZVPD

Computed properties:
Spin multiplicity ... 1
Charge ... +1
E ... -2096.7971 Eh
HOMO-LUMO gap ... 7.6229 eV
Lowest unoccupied orbital energy ... -2.06 eV
Relative energy (zero: lowest compared OMol25 entry of this formula, charge and spin) ... 0.0 kJ/mol
Highest occupied orbital energy ... -9.68 eV

Element x y z (Å)
Al (1.0804, -0.1933, 0.7328)
C (-0.0813, -1.5779, 2.7063)
C (-0.5564, -2.7275, 2.0654)
C (1.7134, -2.6830, 1.6945)
C (1.3590, -1.4365, 2.4046)
C (0.5373, -3.3933, 1.4371)
C (-0.7895, -0.7816, 3.7380)
H (-1.8625, -0.6823, 3.5251)
H (-0.3639, 0.2258, 3.8306)
H (-0.6862, -1.2640, 4.7253)
C (2.2922, -0.7755, 3.3802)
H (1.8491, 0.1345, 3.8024)
H (3.2332, -0.4866, 2.9000)
H (2.5191, -1.4714, 4.2046)
C (3.0769, -3.2327, 1.5319)
H (3.1425, -4.2102, 2.0432)
H (3.8312, -2.5782, 1.9844)
H (3.3396, -3.3924, 0.4714)
C (0.4794, -4.7488, 0.8295)
H (0.6959, -5.5216, 1.5828)
H (1.2246, -4.8624, 0.0316)
H (-0.5118, -4.9626, 0.4130)
C (-1.9050, -3.3302, 2.2621)
H (-1.8897, -4.0231, 3.1186)
H (-2.2282, -3.9049, 1.3861)
H (-2.6603, -2.5649, 2.4759)
C (-2.2638, 3.3766, -1.2716)
C (-3.0377, 2.8014, -0.3306)
C (-4.3912, 2.2103, -0.6017)
C (-4.4751, 1.2900, -1.8498)
C (-3.2382, 0.4839, -2.1564)
C (-2.3397, 0.8395, -3.0967)
C (-2.1127, 2.2329, -3.6264)
C (-2.5915, 3.4288, -2.7345)
H (-5.1252, 3.0269, -0.7238)
H (-4.7521, 1.9059, -2.7169)
H (-4.7204, 1.6575, 0.2923)
H (-3.6704, 3.5816, -2.8959)
H (-1.4026, 3.9818, -0.9626)
H (-2.8555, 2.9824, 0.7331)
H (-2.0985, 4.3320, -3.1427)
H (-1.0360, 2.3661, -3.8449)
H (-1.7790, 0.0581, -3.6184)
H (-2.6154, 2.3315, -4.6078)
H (-5.3280, 0.6056, -1.7055)
H (-3.2129, -0.5401, -1.7597)
P (-0.5330, 1.3233, 0.5440)
P (0.9774, -1.0807, -1.4249)
C (-0.1188, 1.5608, -1.2427)
C (0.6778, 0.5732, -2.1504)
H (0.2327, 2.5875, -1.4114)
H (-1.1508, 1.5378, -1.5827)
H (0.1206, 0.4099, -3.0853)
H (1.6420, 1.0261, -2.4282)
C (2.4969, -1.7015, -2.1840)
H (2.6720, -2.7307, -1.8430)
H (3.3567, -1.0786, -1.9069)
H (2.3614, -1.6845, -3.2738)
C (-0.3498, -2.2408, -1.8310)
H (-0.8135, -1.9648, -2.7837)
H (-1.1098, -2.2499, -1.0439)
H (0.0730, -3.2490, -1.9050)
C (-0.4317, 2.8177, 1.5198)
H (-0.6493, 2.5547, 2.5642)
H (-1.1350, 3.5853, 1.1899)
H (0.5824, 3.2307, 1.4604)
C (-2.0439, 0.3342, 0.7402)
H (-1.8225, -0.7346, 0.8768)
H (-2.6711, 0.4290, -0.1486)
H (-2.6259, 0.6904, 1.6019)
C (5.2629, 2.1296, -0.0987)
C (5.2202, 0.8456, 0.4485)
C (3.9898, 0.1908, 0.6323)
C (2.7794, 0.8559, 0.3986)
C (2.8338, 2.1603, -0.1182)
C (4.0607, 2.7699, -0.4101)
H (6.2157, 2.6318, -0.2701)
H (6.1367, 0.3321, 0.7370)
H (3.9970, -0.8568, 0.9582)
H (1.9195, 2.7269, -0.3149)
H (4.0535, 3.7599, -0.8709)


5.
Molecular formula: C30H48BrF3N2O5
Method: DFT, wB97M-V/def2-TZVPD

Computed properties:
Spin multiplicity ... 3
E ... -4531.1212 Eh
HOMO-LUMO gap (alpha / beta) ... 6.2284 / 7.5333 eV
Lowest unoccupied orbital energy (alpha / beta) ... -1.55 / -1.55 eV
Highest occupied orbital energy (alpha / beta) ... -7.78 / -9.08 eV

Element x y z (Å)
C (7.1419, 2.4730, -1.2224)
C (6.4497, 2.8047, -2.5498)
C (5.2010, 3.6606, -2.3697)
Br (4.5967, 4.3481, -4.1086)
C (5.3287, 4.8190, -1.4278)
C (4.3808, 5.1375, -0.5412)
C (3.1054, 4.3705, -0.3343)
C (3.3476, 3.0439, 0.3876)
O (3.3554, 3.3036, 1.7745)
C (2.2962, 1.9554, 0.0628)
F (1.6401, 2.1903, -1.0934)
F (1.3768, 1.8187, 1.0289)
F (2.9144, 0.7525, -0.0808)
C (4.5256, 6.3998, 0.2608)
O (3.5627, 6.9585, 0.7217)
C (5.8951, 6.9435, 0.4407)
C (6.8467, 6.6051, -0.4126)
C (6.5437, 5.6852, -1.5449)
O (7.2642, 5.6528, -2.5164)
H (7.9513, 3.1716, -1.0105)
H (7.5762, 1.4759, -1.2518)
H (6.4560, 2.5089, -0.3732)
H (6.1532, 1.8911, -3.0648)
H (7.1374, 3.3285, -3.2094)
H (4.3569, 3.0440, -2.0770)
H (2.5848, 4.2369, -1.2818)
H (2.4537, 4.9636, 0.3062)
H (4.3020, 2.6024, 0.0940)
H (4.0501, 2.8009, 2.2017)
H (6.0483, 7.6523, 1.2428)
H (7.8486, 7.0107, -0.3678)
C (2.2127, -2.7933, 0.1165)
C (0.7316, -2.6050, -0.2489)
C (-0.0845, -2.0913, 0.9423)
C (-0.3097, -3.1344, 2.0336)
C (-0.9220, -4.4079, 1.4558)
C (-0.1183, -4.9920, 0.2877)
N (0.0957, -3.8867, -0.7080)
O (-0.8774, -3.7246, -1.5132)
C (1.1997, -5.5978, 0.7718)
C (-0.9127, -6.0941, -0.4031)
C (0.6501, -1.6035, -1.3934)
H (2.7540, -1.8774, -0.1196)
H (2.3680, -2.9974, 1.1745)
H (2.6605, -3.6019, -0.4596)
H (-1.0572, -1.7668, 0.5612)
H (0.4134, -1.2062, 1.3488)
H (0.6248, -3.3571, 2.5563)
H (-0.9866, -2.7241, 2.7857)
H (-1.0151, -5.1774, 2.2270)
H (-1.9322, -4.1869, 1.0969)
H (1.8227, -5.8885, -0.0749)
H (0.9708, -6.4953, 1.3474)
H (1.7759, -4.9387, 1.4135)
H (-1.8993, -5.7521, -0.7009)
H (-1.0209, -6.9300, 0.2905)
H (-0.3906, -6.4459, -1.2933)
H (1.1760, -1.9725, -2.2751)
H (1.1213, -0.6745, -1.0702)
H (-0.3787, -1.3952, -1.6729)
C (-3.9121, -1.8484, 0.2062)
C (-4.8517, -0.9159, -0.5708)
C (-4.4240, 0.5514, -0.4328)
C (-4.6922, 1.1378, 0.9506)
C (-6.1528, 0.9521, 1.3537)
C (-6.6184, -0.5075, 1.2783)
N (-6.2719, -1.0222, -0.0904)
O (-7.1456, -0.7580, -0.9774)
C (-5.9841, -1.3464, 2.3892)
C (-8.1316, -0.5917, 1.4386)
C (-4.8208, -1.3315, -2.0375)
H (-3.1180, -2.1926, -0.4588)
H (-3.4334, -1.3610, 1.0551)
H (-4.4364, -2.7325, 0.5680)
H (-4.9681, 1.1371, -1.1797)
H (-3.3611, 0.6191, -0.6821)
H (-4.0299, 0.6889, 1.6961)
H (-4.4553, 2.2033, 0.9394)
H (-6.3210, 1.3126, 2.3722)
H (-6.7871, 1.5486, 0.6914)
H (-6.2121, -2.4038, 2.2492)
H (-6.4126, -1.0307, 3.3412)
H (-4.9073, -1.2332, 2.4641)
H (-8.6469, 0.0487, 0.7293)
H (-8.3907, -0.2803, 2.4523)
H (-8.4786, -1.6145, 1.2892)
H (-5.1805, -2.3542, -2.1565)
H (-3.7869, -1.2865, -2.3841)
H (-5.4323, -0.6796, -2.6537)